(1)
The following is a DFT calculation (wB97M-V/def2-TZVPD) of one molecule with the formula C3H7N3.

Structure (ORCA input):
```
! wB97M-V def2-TZVPD RIJCOSX def2/J DEFGRID3
* xyz 0 1
N 1.819 -0.308 -0.275
N 0.733 -0.154 0.646
C -0.128 1.096 0.472
C -1.410 0.462 -0.044
C -1.313 -0.852 -0.155
N -0.127 -1.238 0.385
H 2.636 0.196 -0.065
H 1.659 -0.056 -1.288
H 0.214 1.677 -0.379
H -0.257 1.538 1.522
H -2.130 1.258 -0.266
H -2.031 -1.634 -0.405
H 0.336 -1.984 -0.146
*
```

Summary:
Kohn-Sham gap, eV: 8.48
Electronic energy, Ha: -282.6533
HOMO level, eV: -7.3990
Energy above the lowest of the compared OMol25 structures with the same formula, charge and spin, kcal per mole: 75.90
F_max, eV/A: 3.1

(2)
The following is a DFT calculation (wB97M-V/def2-TZVPD) of C32H46N3O2PtSi4Te as an isolated structure.

Structure (ORCA input):
```
! wB97M-V def2-TZVPD RIJCOSX def2/J DEFGRID3
* xyz 1 3
Pt -0.004 -0.346 -0.102
C -4.262 0.617 -0.186
O -3.470 1.792 -0.030
C -2.190 1.408 -0.008
N -1.973 0.117 -0.145
C -3.246 -0.555 -0.307
C -3.510 -1.614 0.737
C -2.671 -1.778 1.829
C -2.975 -2.702 2.812
C -4.110 -3.486 2.698
C -4.949 -3.332 1.606
C -4.654 -2.397 0.632
C -1.081 2.301 0.104
C -1.052 3.682 0.024
C 0.186 4.325 -0.006
C 1.366 3.586 -0.056
C 1.295 2.203 0.024
N 0.082 1.599 0.212
C 2.319 1.220 -0.105
N 1.992 -0.059 -0.180
C 3.210 -0.844 -0.156
C 4.304 0.241 -0.331
O 3.631 1.483 -0.150
C 3.370 -1.611 1.145
C 2.352 -1.658 2.088
C 2.527 -2.344 3.278
C 3.722 -2.995 3.534
C 4.742 -2.955 2.597
C 4.568 -2.266 1.410
H -4.890 0.739 -1.071
H -4.893 0.509 0.702
H -3.280 -1.014 -1.307
H -1.774 -1.172 1.918
H -2.334 -2.791 3.674
H -4.352 -4.205 3.464
H -5.837 -3.938 1.514
H -5.316 -2.275 -0.212
H -1.976 4.231 -0.047
H 0.227 5.401 -0.044
H 2.322 4.069 -0.175
H 3.218 -1.552 -0.997
H 4.745 0.230 -1.334
H 5.090 0.162 0.423
H 1.408 -1.146 1.896
H 1.731 -2.358 4.008
H 3.857 -3.534 4.460
H 5.679 -3.455 2.796
H 5.364 -2.247 0.680
C 2.431 -7.699 -0.805
Si 2.110 -5.859 -1.192
C 3.581 -4.849 -0.513
C 1.981 -5.596 -3.077
Si 0.004 -5.164 -0.149
Te -0.101 -2.729 -1.024
Si 0.015 -6.036 2.109
C 1.815 -5.943 2.745
C -0.523 -7.847 1.809
C -1.099 -5.432 3.543
Si -1.798 -5.996 -1.583
C -1.633 -7.870 -1.898
C -3.400 -5.600 -0.621
C -1.881 -5.154 -3.298
H 3.246 -8.074 -1.416
H 1.564 -8.319 -1.005
H 2.713 -7.847 0.232
H 4.496 -5.065 -1.057
H 3.769 -5.063 0.534
H 3.392 -3.785 -0.599
H 2.954 -5.663 -3.552
H 1.569 -4.618 -3.304
H 1.344 -6.344 -3.537
H 2.463 -6.634 2.218
H 1.880 -6.178 3.803
H 2.219 -4.944 2.612
H -0.137 -8.236 0.874
H -1.605 -7.932 1.780
H -0.170 -8.502 2.600
H -0.706 -4.554 4.042
H -1.182 -6.220 4.292
H -2.102 -5.205 3.198
H -1.592 -8.442 -0.978
H -0.741 -8.098 -2.472
H -2.484 -8.236 -2.466
H -3.339 -5.934 0.410
H -4.269 -6.071 -1.069
H -3.577 -4.528 -0.603
H -0.939 -5.242 -3.827
H -2.104 -4.096 -3.208
H -2.650 -5.603 -3.921
*
```

Summary:
Kohn-Sham gap (alpha / beta), eV: 5.70 / 6.11
Electronic energy, Ha: -3106.9326
HOMO level (alpha / beta), eV: -8.7208 / -10.9219
Energy above the lowest of the compared OMol25 structures with the same formula, charge and spin, kcal per mole: 0.00
F_max, eV/A: 1.1

(3)
The following is a DFT calculation (wB97M-V/def2-TZVPD) of a 3-piece molecular cluster, C3H12N2O2 overall.

Structure (ORCA input):
```
! wB97M-V def2-TZVPD RIJCOSX def2/J DEFGRID3
* xyz -1 2
C 1.410 -1.453 1.886
C 0.507 -0.378 1.366
N -1.220 1.293 0.031
C -0.677 0.177 -0.570
N -0.001 -0.735 0.015
H 0.843 -2.347 2.107
H 2.222 -1.667 1.199
H 1.893 -1.163 2.820
H -0.334 -0.262 2.047
H 0.943 0.620 1.276
H -1.604 1.163 0.958
H -1.574 2.003 -0.592
H -0.982 0.009 -1.608
H -0.518 4.324 -4.332
H 0.937 3.910 -4.233
O 0.363 4.688 -4.140
H -1.122 -2.809 0.260
H -0.071 -3.687 0.848
O -1.015 -3.686 0.663
*
```

Summary:
Kohn-Sham gap (alpha / beta), eV: 2.62 / 9.36
Electronic energy, Ha: -381.4418
HOMO level (alpha / beta), eV: 0.8676 / -5.9255
Energy above the lowest of the compared OMol25 structures with the same formula, charge and spin, kcal per mole: 6.84
F_max, eV/A: 1.5

(4)
The following is a DFT calculation (wB97M-V/def2-TZVPD) of C4H5O as an isolated structure.

Structure (ORCA input):
```
! wB97M-V def2-TZVPD RIJCOSX def2/J DEFGRID3
* xyz -1 1
O -0.863 -0.583 0.416
C -1.042 -0.057 -0.958
H -1.153 0.125 1.004
H -0.602 -0.813 -1.632
H -2.130 0.051 -1.102
C 0.426 1.214 -1.094
C 1.229 0.851 -0.166
C 1.263 -0.064 0.896
H 1.707 -1.050 0.720
H 1.166 0.325 1.916
*
```

Summary:
Kohn-Sham gap, eV: 5.86
Electronic energy, Ha: -230.4429
HOMO level, eV: -1.5515
Energy above the lowest of the compared OMol25 structures with the same formula, charge and spin, kcal per mole: 88.62
F_max, eV/A: 4.3

(5)
The following is a DFT calculation (wB97M-V/def2-TZVPD) of an isolated ion of composition C3H4IOS and charge -1.

Structure (ORCA input):
```
! wB97M-V def2-TZVPD RIJCOSX def2/J DEFGRID3
* xyz -1 1
C 0.096 -0.060 -0.245
C -0.628 -0.075 1.159
I 0.097 -1.640 2.418
C -2.134 -0.184 0.982
O -2.722 -1.240 1.246
S -2.711 1.043 0.060
H 0.091 -1.100 -0.766
H -0.508 0.738 -0.886
H 1.221 0.279 -0.017
H -0.346 0.829 1.807
*
```

Summary:
Kohn-Sham gap, eV: 6.58
Electronic energy, Ha: -887.8761
HOMO level, eV: -3.5995
Energy above the lowest of the compared OMol25 structures with the same formula, charge and spin, kcal per mole: 6.10
F_max, eV/A: 2.9

(6)
The following is a DFT calculation (wB97M-V/def2-TZVPD) of a 2-piece molecular cluster, C10H13O2 overall.

Structure (ORCA input):
```
! wB97M-V def2-TZVPD RIJCOSX def2/J DEFGRID3
* xyz -1 1
C -0.309 0.947 -2.474
C -1.430 0.928 -1.439
C 1.128 0.885 -1.918
O 1.716 -0.218 -2.010
O 1.601 1.961 -1.492
H -0.494 0.065 -3.127
H -0.394 1.866 -3.003
H -1.661 -0.115 -1.212
H -2.366 1.238 -1.895
H -1.229 1.348 -0.450
C -2.470 -0.468 2.513
C -0.176 0.388 1.903
C -1.103 -0.630 1.951
C 0.992 0.368 1.140
C -0.821 -1.824 1.252
C 1.354 -0.887 0.613
C 0.428 -1.917 0.635
H -0.218 1.362 2.485
H 1.662 1.186 1.040
H -2.923 -1.421 2.852
H -3.310 -0.227 1.879
H -1.446 -2.749 1.232
H 2.266 -0.878 -0.088
H 0.757 -2.803 0.121
H -2.470 0.264 3.356
*
```

Summary:
Kohn-Sham gap, eV: 7.53
Electronic energy, Ha: -539.3547
HOMO level, eV: -4.1460
Energy above the lowest of the compared OMol25 structures with the same formula, charge and spin, kcal per mole: 23.48
F_max, eV/A: 3.0

(7)
The following is a DFT calculation (wB97M-V/def2-TZVPD) of C43H72CrN3O2P3Si as an isolated structure.

Structure (ORCA input):
```
! wB97M-V def2-TZVPD RIJCOSX def2/J DEFGRID3
* xyz 0 5
Cr 0.290 -1.212 -0.003
C 3.856 -0.028 -1.688
C 3.870 -1.291 -0.818
C 3.576 -2.560 -1.618
P 2.611 -1.102 0.549
C 3.263 -2.221 1.923
C 2.303 -3.399 2.120
C 4.690 -2.746 1.775
C 3.039 0.564 1.164
C 4.318 0.816 1.669
C 4.659 2.071 2.135
C 3.719 3.093 2.093
C 2.456 2.842 1.585
C 2.079 1.581 1.109
Si 0.237 1.164 0.600
C -0.280 2.682 -0.489
C 0.698 3.508 -1.051
C 0.379 4.644 -1.780
C -0.949 4.981 -1.980
C -1.945 4.182 -1.440
C -1.638 3.042 -0.697
P -2.953 1.928 -0.042
C -4.083 2.887 1.127
C -3.853 2.428 2.572
C -4.068 4.407 1.027
C -4.132 1.700 -1.516
C -3.342 1.416 -2.790
C -5.222 2.733 -1.799
C -0.410 1.847 2.303
C -0.730 3.195 2.486
C -0.987 3.719 3.744
C -0.936 2.896 4.859
C -0.643 1.550 4.700
C -0.382 1.022 3.436
P 0.003 -0.744 3.124
C -1.718 -1.505 3.175
C -2.672 -1.113 4.298
C -1.603 -3.024 3.030
C 0.951 -1.349 4.634
C 2.089 -0.350 4.881
C 0.278 -1.742 5.949
H 4.289 -0.239 -2.669
H 4.436 0.771 -1.227
H 2.840 0.354 -1.825
H 4.858 -1.387 -0.365
H 2.548 -2.596 -1.977
H 3.721 -3.450 -1.001
H 4.250 -2.636 -2.476
H 3.223 -1.589 2.814
H 2.249 -4.018 1.225
H 1.295 -3.038 2.320
H 2.628 -4.022 2.958
H 4.787 -3.413 0.917
H 4.942 -3.320 2.669
H 5.429 -1.952 1.677
H 5.054 0.022 1.698
H 5.651 2.255 2.529
H 3.969 4.079 2.466
H 1.733 3.649 1.566
H 1.743 3.251 -0.916
H 1.162 5.273 -2.185
H -1.214 5.862 -2.552
H -2.977 4.462 -1.598
H -5.076 2.522 0.848
H -2.938 2.845 2.982
H -3.773 1.340 2.627
H -4.686 2.745 3.206
H -3.066 4.802 1.202
H -4.738 4.828 1.782
H -4.409 4.752 0.051
H -4.649 0.773 -1.232
H -2.903 2.334 -3.180
H -2.510 0.732 -2.626
H -3.995 1.001 -3.562
H -4.805 3.692 -2.107
H -5.880 2.900 -0.946
H -5.839 2.368 -2.624
H -0.768 3.856 1.630
H -1.229 4.770 3.853
H -1.121 3.301 5.846
H -0.607 0.920 5.577
H -2.142 -1.112 2.241
H -2.318 -1.451 5.272
H -3.646 -1.576 4.117
H -2.819 -0.036 4.339
H -1.222 -3.480 3.945
H -0.928 -3.289 2.212
H -2.582 -3.463 2.821
H 1.401 -2.267 4.236
H 1.730 0.514 5.441
H 2.506 0.025 3.943
H 2.894 -0.818 5.453
H -0.128 -0.883 6.483
H 1.031 -2.203 6.594
H -0.518 -2.471 5.805
N -1.878 -1.354 -0.287
C -2.442 -2.720 -0.296
C -1.756 -3.527 -1.389
C -0.237 -3.307 -1.284
O 0.416 -3.193 -2.323
O 0.220 -3.279 -0.082
H -2.332 -0.787 0.420
H -2.089 -0.894 -1.167
H -3.525 -2.703 -0.449
H -2.241 -3.171 0.675
H -2.096 -3.224 -2.381
H -1.954 -4.592 -1.261
C 1.714 -0.524 -5.285
C 1.239 0.822 -4.741
C 0.266 1.456 -5.743
C 2.445 1.748 -4.559
N 0.476 0.672 -3.472
N 0.590 -0.538 -2.741
H 2.145 -0.371 -6.274
H 0.885 -1.227 -5.376
H 2.482 -0.970 -4.649
H 0.745 1.619 -6.711
H -0.091 2.413 -5.357
H -0.595 0.800 -5.877
H 2.937 1.924 -5.517
H 3.174 1.314 -3.872
H 2.126 2.711 -4.160
H 0.679 1.436 -2.845
H 1.533 -0.914 -2.792
H 0.009 -1.240 -3.181
*
```

Summary:
Kohn-Sham gap (alpha / beta), eV: 7.44 / 7.71
Electronic energy, Ha: -4354.5216
HOMO level (alpha / beta), eV: -6.8738 / -7.1445
Energy above the lowest of the compared OMol25 structures with the same formula, charge and spin, kcal per mole: 14.89
F_max, eV/A: 1.5

(8)
The following is a DFT calculation (wB97M-V/def2-TZVPD) of a 2-piece molecular cluster, C4H10O overall.

Structure (ORCA input):
```
! wB97M-V def2-TZVPD RIJCOSX def2/J DEFGRID3
* xyz 0 1
C -0.204 1.788 0.818
C -1.429 1.408 1.171
C -1.884 0.161 1.890
H -0.106 2.865 0.746
H 0.555 1.015 0.912
H -2.267 2.006 0.797
H -2.548 0.457 2.699
H -1.021 -0.267 2.408
H -2.362 -0.505 1.169
C 1.642 -1.268 -1.888
O 2.070 -2.384 -2.678
H 0.714 -0.922 -2.327
H 2.312 -0.421 -2.045
H 1.497 -1.616 -0.871
H 3.030 -2.318 -2.800
*
```

Summary:
Kohn-Sham gap, eV: 10.37
Electronic energy, Ha: -233.5679
HOMO level, eV: -9.4012
Energy above the lowest of the compared OMol25 structures with the same formula, charge and spin, kcal per mole: 48.34
F_max, eV/A: 1.6

- Number 8 is which compound?
  C4H10O